Molecular formula: C19H20BClIrN6S
Method: DFT, ωB97M-V with the def2-TZVPD basis set

```
49
Properties=species:S:1:pos:R:3:forces:R:3:nbo_charge:R:1
Ir -0.192 -0.026 -0.155 2.122 1.351 1.296 1.25
B 2.488 1.844 1.576 1.644 1.156 0.964 0.10
N 2.817 0.621 0.757 0.510 -0.593 -0.317 -0.26
C 4.094 0.201 0.603 -1.022 0.111 -0.073 0.05
C 4.101 -0.923 -0.191 -1.018 -0.263 -0.270 -0.29
C 2.754 -1.142 -0.493 0.691 -0.662 -0.373 -0.05
N 2.001 -0.207 0.088 -2.317 0.555 0.044 -0.29
N 1.045 2.262 1.706 -0.506 0.524 0.220 -0.25
C 0.688 3.343 2.438 0.046 -0.908 -0.639 0.06
C -0.678 3.494 2.375 -0.542 -0.808 -0.623 -0.29
C -1.105 2.439 1.564 -0.800 0.785 0.353 -0.04
N -0.057 1.714 1.174 0.143 -1.868 -1.590 -0.27
H 2.952 1.711 2.672 -0.229 -0.399 0.296 0.00
H 3.120 2.770 1.156 -0.132 0.143 -0.501 0.00
H 4.916 0.718 1.056 -0.002 0.252 0.178 0.26
H 4.943 -1.502 -0.511 0.134 -0.117 -0.070 0.27
H 2.319 -1.917 -1.095 -0.115 -0.126 -0.116 0.22
H 1.414 3.939 2.955 0.314 -0.053 0.029 0.26
H -1.282 4.246 2.837 -0.125 0.104 0.084 0.27
H -2.105 2.191 1.259 -0.143 -0.073 -0.086 0.22
Cl -5.557 -2.887 -0.647 0.549 0.383 -0.247 0.18
C -4.222 -1.956 -1.176 -0.212 -0.171 0.146 0.07
C -4.276 -0.556 -1.124 -0.115 0.174 0.056 -0.19
C -3.181 0.188 -1.477 0.105 0.044 0.254 -0.13
C -1.970 -0.436 -1.907 -0.089 -0.129 0.354 -0.22
C -0.825 0.327 -2.276 0.061 0.219 0.597 -0.37
C -1.977 -1.859 -2.023 0.062 -0.039 0.199 -0.10
C -3.069 -2.597 -1.652 0.103 -0.189 -0.084 -0.25
H -5.188 -0.073 -0.806 -0.079 0.036 0.010 0.26
H -3.233 1.267 -1.461 -0.021 0.124 0.025 0.25
H -0.967 1.387 -2.450 0.143 0.128 0.147 0.26
H -0.103 -0.142 -2.934 0.330 -0.063 0.189 0.26
H -1.099 -2.353 -2.413 0.093 -0.114 -0.090 0.25
H -3.062 -3.672 -1.737 0.000 -0.112 -0.006 0.27
N -2.460 -6.233 2.943 0.824 -0.018 -0.057 -0.72
C -3.081 -5.099 2.639 -2.274 -0.650 0.386 0.06
S -4.749 -5.017 2.718 0.768 0.037 -0.092 -0.06
C -2.325 -3.930 2.181 0.824 0.929 -0.438 -0.02
C -0.974 -3.971 1.813 -0.412 0.125 0.040 -0.22
C -0.377 -2.844 1.282 0.456 -0.075 -0.154 0.05
N -1.024 -1.691 1.087 0.389 0.316 -0.338 -0.52
C -2.297 -1.621 1.494 -0.365 0.060 0.126 0.01
C -2.966 -2.689 2.043 0.246 -0.148 0.072 -0.14
H -3.004 -7.031 3.239 -0.028 0.121 -0.033 0.44
H -1.458 -6.332 2.928 -0.028 -0.039 0.092 0.40
H -0.376 -4.865 1.895 0.054 -0.053 0.016 0.24
H 0.663 -2.862 0.993 0.100 -0.029 -0.047 0.23
H -2.798 -0.674 1.364 -0.022 0.088 0.034 0.22
H -3.992 -2.575 2.352 -0.114 -0.064 0.036 0.27
```
Positions in Å, forces in eV/Å.

Properties
Gap between HOMO and LUMO (alpha / beta)   4.38 / 4.63 eV
Charge   +2
E_HOMO (alpha / beta)   -13.73 / -13.73 eV
ΔE to the lowest compared entry with this formula, charge and spin   261.2 kJ/mol
⟨S²⟩   0.77
2S+1   2
Strongest force on any atom   2.83 eV Å⁻¹